# 1
Here is C2H3I3O as an isolated structure at a distorted geometry from the OMol25 dataset. Energies are from the ωB97M-V functional and the def2-TZVPD basis.

Properties
Orbital gap: 7.909 eV
Energy relative to the best compared isomer or geometry (same formula, charge and spin): 9.9 kcal per mole
HOMO energy: -9.3 eV
Lowest unoccupied orbital energy: -1.3 eV

Geometry as ORCA input:
```
! wB97M-V def2-TZVPD RIJCOSX def2/J DEFGRID3
* xyz 0 1
C -0.127 0.832 -0.586
C 0.390 -0.406 0.147
O 0.438 -0.191 1.478
I -2.313 0.965 -0.364
I -0.698 -2.669 -0.233
I 2.466 -0.687 -0.465
H 0.349 1.766 -0.187
H -0.041 0.619 -1.628
H -0.465 -0.230 1.836
*
```

# 2
Here is a 13-piece molecular cluster, C4H34NO13 overall at a distorted geometry from the OMol25 dataset. Energies are from the ωB97M-V functional and the def2-TZVPD basis.

Properties
Orbital gap: 10.934 eV
Energy relative to the best compared isomer or geometry (same formula, charge and spin): 8.8 kcal per mole
HOMO energy: -13.2 eV
Lowest unoccupied orbital energy: -2.3 eV

Geometry as ORCA input:
```
! wB97M-V def2-TZVPD RIJCOSX def2/J DEFGRID3
* xyz 1 1
O -1.686 0.364 -1.292
C -0.610 0.264 -0.761
C -0.555 0.171 0.749
N -1.440 1.194 1.363
C -1.672 0.948 2.814
C 0.881 0.278 1.361
H 0.302 0.051 -1.348
H -0.886 -0.850 0.952
H -0.959 2.107 1.316
H -2.314 1.281 0.848
H -2.100 -0.044 2.960
H -2.455 1.649 3.104
H -0.776 1.090 3.402
H 1.176 1.295 1.590
H 1.557 -0.188 0.652
H 0.879 -0.469 2.150
H 0.243 3.598 0.562
H 0.332 4.520 1.871
O 0.213 3.636 1.529
H 1.168 -4.629 -0.829
H 0.103 -3.921 -1.627
O 1.010 -4.229 -1.690
H -1.126 3.096 -1.344
H -2.454 3.662 -0.673
O -1.685 3.101 -0.565
H -0.017 -4.087 1.716
H 0.692 -2.794 2.093
O 0.039 -3.175 1.486
H -2.287 -2.621 1.583
H -3.281 -2.909 0.580
O -2.981 -2.148 1.098
H 0.798 4.446 -1.943
H 1.457 2.967 -1.658
O 0.707 3.579 -1.548
H 3.555 1.964 -2.143
H 3.018 1.283 -0.828
O 2.973 2.069 -1.389
H 3.223 -2.891 2.775
H 3.134 -1.765 1.639
O 2.685 -2.423 2.171
H -1.697 -3.578 -3.244
H -2.593 -2.400 -2.840
O -1.854 -2.940 -2.543
H 2.619 -1.443 -3.618
H 1.814 -1.657 -2.319
O 2.363 -1.028 -2.806
H -4.692 1.948 -1.680
H -3.535 1.558 -0.853
O -4.114 2.311 -1.009
H 3.126 -0.808 -1.285
H 4.320 -0.698 -0.190
O 3.381 -0.735 -0.341
*
```